Version i
C28H41CoF5N5S as an isolated structure, computed with the ωB97M-V functional and the def2-TZVPD basis.

Geometry as ORCA input:
```
! RIJCOSX wB97M-V def2-TZVPD def2/J DEFGRID3
* xyz -1 4
Co 1.1603 0.8824 0.3512
C 4.0302 2.4378 1.2255
C 3.0992 3.2102 0.2957
N 1.6699 2.9122 0.4678
C 1.1212 3.4578 1.7309
C 0.7214 2.3670 2.7142
N -0.0979 1.3761 2.0288
C -0.4295 0.1804 2.7999
C -1.4960 -0.6608 2.0884
C -1.4393 -0.8441 0.5631
N 0.8653 -1.1324 0.0313
C 1.7840 -1.9049 0.8921
C 3.1460 -1.2483 0.8607
N 3.0354 0.1625 1.2711
C 4.2084 0.9598 0.9018
H 3.7044 2.5516 2.2660
H 5.0150 2.9099 1.1708
H 3.3473 2.9738 -0.7424
H 3.2701 4.2856 0.4319
H 1.1917 3.4183 -0.2877
H 0.2469 4.0568 1.4735
H 1.8315 4.1418 2.2068
H 0.2088 2.8212 3.5756
H 1.6013 1.8458 3.1042
H -0.9629 1.8061 1.7082
H -0.8035 0.4437 3.8013
H 0.4966 -0.3785 2.9520
H -2.4665 -0.1966 2.3000
H -1.5223 -1.6526 2.5470
H -1.4170 0.1279 0.0493
H -2.3938 -1.2950 0.3011
H 1.1937 -1.3723 -0.9119
H 1.8376 -2.9370 0.5303
H 1.3734 -1.9275 1.9024
H 3.5296 -1.2646 -0.1629
H 3.8623 -1.8059 1.4774
H 2.9440 0.1916 2.2830
H 4.3525 0.8406 -0.1763
H 5.1164 0.5736 1.3875
F -4.7579 4.5006 1.9139
C -3.6477 4.6846 1.1834
C -2.9809 3.6078 0.6268
F -3.4432 2.3620 0.8305
C -1.8420 3.8178 -0.1261
F -1.2475 2.7097 -0.6142
C -1.2749 5.0773 -0.3667
S 0.1988 5.2971 -1.2508
C -1.9915 6.1329 0.2144
F -1.5611 7.3922 0.0704
C -3.1383 5.9508 0.9680
F -3.7696 7.0055 1.5084
C 2.3990 -1.4943 -3.1145
C 0.8923 -1.7963 -3.1683
C 0.1412 -0.4648 -3.1861
C 0.4158 -2.7682 -2.0671
C 0.8890 -4.0742 -2.0940
C 0.2184 -5.1330 -1.4829
C -1.1199 -4.8870 -1.0921
C -1.6592 -3.6285 -1.0372
C -3.1726 -3.4698 -0.9987
C -3.7975 -4.0561 0.2705
C -3.8379 -4.0736 -2.2396
C -0.7242 -2.5009 -1.1739
N -0.4245 -1.7577 0.0708
H 2.7359 -1.0024 -4.0318
H 2.9913 -2.3985 -2.9681
H 2.6190 -0.7945 -2.2974
H 0.7023 -2.2838 -4.1338
H 0.3214 0.1027 -2.2624
H -0.9351 -0.5929 -3.2911
H 0.5016 0.1565 -4.0114
H 1.7688 -4.3060 -2.6975
H 0.6124 -6.1404 -1.5165
H -1.7676 -5.7504 -0.9373
H -3.3960 -2.4002 -1.0271
H -3.6036 -5.1297 0.3256
H -4.8823 -3.9124 0.2925
H -3.3700 -3.6045 1.1686
H -3.6686 -5.1527 -2.2752
H -3.4105 -3.6428 -3.1466
H -4.9185 -3.8959 -2.2449
*
```

Expectation value of S²   3.766
E_HOMO (alpha / beta)   -2.1 / -3.2 eV
LUMO energy (alpha / beta)   2.18 / 2.17 eV


Version ii
C28H41CoF5N5S as an isolated structure, computed with the ωB97M-V functional and the def2-TZVPD basis.

Geometry as ORCA input:
```
! RIJCOSX wB97M-V def2-TZVPD def2/J DEFGRID3
* xyz -1 4
Co -0.0703 -0.3640 1.0526
C -3.3832 -1.2962 2.2510
C -2.2158 -1.4706 3.2279
N -0.9284 -1.8604 2.6412
C 0.0735 -2.0204 3.7077
C 1.4825 -1.7472 3.1975
N 1.5441 -0.4315 2.5935
C 1.9698 0.7288 3.3526
C 0.9891 1.2354 4.4053
C -0.3942 1.7298 3.9210
N -0.7077 1.5211 2.5105
C -2.0955 1.8436 2.1990
C -2.4422 1.4164 0.7791
N -2.0617 0.0314 0.5167
C -3.0526 -1.0137 0.7898
H -4.0305 -0.5101 2.6508
H -3.9965 -2.2015 2.2486
H -2.5191 -2.1815 4.0105
H -2.0246 -0.5259 3.7361
H -1.0200 -2.7341 2.1330
H 0.0124 -3.0055 4.1872
H -0.1653 -1.2837 4.4770
H 1.7251 -2.4699 2.4147
H 2.2074 -1.8834 4.0134
H 2.0432 -0.4621 1.7015
H 2.1501 1.5204 2.6194
H 2.9351 0.5501 3.8502
H 1.4878 2.0612 4.9186
H 0.8555 0.4639 5.1671
H -0.5118 2.7895 4.1914
H -1.1659 1.2028 4.4875
H -0.0767 2.0418 1.9081
H -2.3231 2.9125 2.3266
H -2.7234 1.3084 2.9160
H -1.8837 2.0389 0.0780
H -3.5074 1.5909 0.5827
H -1.9065 -0.0700 -0.5023
H -2.6611 -1.9168 0.3223
H -3.9857 -0.7975 0.2572
F -4.9556 2.3615 -6.3156
C -4.3906 1.5148 -5.4333
C -3.7868 1.9910 -4.2849
F -3.7729 3.3167 -4.0499
C -3.2093 1.1146 -3.3892
F -2.6510 1.6576 -2.2877
C -3.1911 -0.2774 -3.5616
S -2.4530 -1.3504 -2.4351
C -3.8211 -0.7093 -4.7390
F -3.8794 -2.0204 -5.0211
C -4.4020 0.1508 -5.6512
F -4.9866 -0.3321 -6.7632
C 1.6711 3.2651 -1.3041
C 2.3723 2.2116 -0.4446
C 3.5245 2.8288 0.3502
C 2.8047 1.0216 -1.2746
C 3.8229 1.1602 -2.2033
C 4.2359 0.1009 -3.0018
C 3.5872 -1.1219 -2.8570
C 2.5608 -1.3083 -1.9487
C 1.8702 -2.6516 -1.8448
C 1.1717 -3.0373 -3.1491
C 2.8367 -3.7484 -1.3925
C 2.1275 -0.2342 -1.1042
N 1.1439 -0.3876 -0.2089
H 1.3121 4.1026 -0.6956
H 0.8181 2.8229 -1.8217
H 2.3512 3.6671 -2.0601
H 1.6339 1.8202 0.2607
H 4.2636 3.2893 -0.3108
H 4.0429 2.0683 0.9395
H 3.1611 3.6082 1.0292
H 4.3097 2.1264 -2.3138
H 5.0331 0.2262 -3.7243
H 3.8899 -1.9558 -3.4851
H 1.1036 -2.5326 -1.0775
H 1.8899 -3.1352 -3.9690
H 0.4303 -2.2852 -3.4206
H 0.6502 -3.9932 -3.0423
H 3.6264 -3.9101 -2.1321
H 2.3123 -4.6989 -1.2523
H 3.3194 -3.4769 -0.4500
*
```

Expectation value of S²   3.789
E_HOMO (alpha / beta)   -2.9 / -3.3 eV
LUMO energy (alpha / beta)   2.20 / 2.20 eV


Tell me which of them is the least stable. Sure, it is version i.